(1)
ORCA calculation (the ωB97M-V functional and the def2-TZVPD basis) on a cluster of 2 separate species, C2H4O2S in total in a non-equilibrium geometry.

XYZ file:
```
9
Properties=species:S:1:pos:R:3:forces:R:3:mulliken_charge:R:1
C 1.429 -0.940 -0.359 -2.41 3.56 1.41 -0.39
C -0.314 0.417 -0.108 3.08 -2.58 -0.56 -0.76
O 3.985 -0.618 0.214 -0.19 0.21 0.59 -0.48
O 2.649 1.405 -0.300 -0.06 -0.07 0.49 -0.47
S 2.704 0.023 0.090 -0.37 -1.06 -1.93 0.84
H 1.275 -1.813 0.255 0.22 -0.41 -0.05 0.31
H -1.086 -0.199 -0.525 -0.26 -0.10 -0.10 0.31
H 0.026 1.241 -0.696 0.05 0.35 -0.19 0.32
H -0.322 0.546 0.954 -0.07 0.10 0.34 0.31
```
Positions in Å, forces in eV/Å.

Calculated values
- Frontier orbital gap (alpha / beta): 8.932 / 8.931 eV
- ΔE to the lowest compared entry with this formula, charge and spin: 119.6 kcal/mol
- Net charge: 0
- HOMO (alpha / beta): -0.364 / -0.364 Ha
- E_tot: -627.09349 a.u.
- Lowest unoccupied orbital energy (alpha / beta): -0.036 / -0.036 hartree

(2)
ORCA calculation (the ωB97M-V functional and the def2-TZVPD basis) on an isolated molecule of C2H4O2S in a non-equilibrium geometry.

XYZ file:
```
9
Properties=species:S:1:pos:R:3:forces:R:3:mulliken_charge:R:1
C -0.360 -0.043 -0.003 -0.63 -3.95 -1.94 0.39
C 0.986 0.610 0.095 -0.47 -0.08 2.52 -0.96
O -2.909 -0.249 0.172 -2.61 -2.00 -0.40 -0.47
O -0.380 -1.560 -0.482 1.42 4.61 1.34 -0.49
S -1.821 0.658 0.212 3.34 1.67 0.57 0.29
H 1.420 0.920 -0.868 -0.31 0.33 0.53 0.30
H 1.695 -0.129 0.585 -0.75 0.79 -0.55 0.35
H 0.778 1.391 0.946 1.03 -0.76 -2.09 0.30
H 0.591 -1.598 -0.657 -1.01 -0.61 0.01 0.30
```
Positions in Å, forces in eV/Å.

Calculated values
- Frontier orbital gap: 9.312 eV
- ΔE to the lowest compared entry with this formula, charge and spin: 65.1 kcal/mol
- Net charge: 0
- HOMO: -0.335 Ha
- E_tot: -627.18035 a.u.
- Lowest unoccupied orbital energy: 0.007 hartree

Q: Look up the ΔE to the lowest compared entry with this formula, charge and spin of the first one.
A: 119.6 kcal/mol

Q: Which formula does entry 2 have?
A: C2H4O2S

Please write out number 2 again, unchanged.
ORCA calculation (the ωB97M-V functional and the def2-TZVPD basis) on an isolated molecule of C2H4O2S in a non-equilibrium geometry.

XYZ file:
```
9
Properties=species:S:1:pos:R:3:forces:R:3:mulliken_charge:R:1
C -0.360 -0.043 -0.003 -0.63 -3.95 -1.94 0.39
C 0.986 0.610 0.095 -0.47 -0.08 2.52 -0.96
O -2.909 -0.249 0.172 -2.61 -2.00 -0.40 -0.47
O -0.380 -1.560 -0.482 1.42 4.61 1.34 -0.49
S -1.821 0.658 0.212 3.34 1.67 0.57 0.29
H 1.420 0.920 -0.868 -0.31 0.33 0.53 0.30
H 1.695 -0.129 0.585 -0.75 0.79 -0.55 0.35
H 0.778 1.391 0.946 1.03 -0.76 -2.09 0.30
H 0.591 -1.598 -0.657 -1.01 -0.61 0.01 0.30
```
Positions in Å, forces in eV/Å.

Calculated values
- Frontier orbital gap: 9.312 eV
- ΔE to the lowest compared entry with this formula, charge and spin: 65.1 kcal/mol
- Net charge: 0
- HOMO: -0.335 Ha
- E_tot: -627.18035 a.u.
- Lowest unoccupied orbital energy: 0.007 hartree